Entry from the Open Molecules 2025 dataset: one molecule with the formula C7H12 in a non-equilibrium geometry (ωB97M-V/def2-TZVPD).

The geometry in ORCA input format:
```
! wB97M-V def2-TZVPD RIJCOSX def2/J DEFGRID3
* xyz 0 1
C 0.11998 -2.52567 0.36269
C 0.21642 -1.38943 -0.64533
C -0.41226 -0.04824 -0.28657
C -1.75160 -0.02682 -0.49519
C -0.35904 1.92231 1.27902
C 0.18403 1.20599 0.23696
C 1.38032 1.69228 -0.52600
H -0.91850 -2.56242 0.83520
H 0.72921 -2.27297 1.32102
H 0.56246 -3.47204 0.12527
H 1.26218 -1.11835 -0.49304
H -0.10922 -1.66243 -1.71135
H -2.27055 -0.86533 -1.04702
H -2.40871 0.76120 -0.25938
H -1.21692 1.61853 1.91696
H -0.13784 2.96282 1.67192
H 2.23617 2.06731 0.10175
H 1.81365 1.12130 -1.28693
H 1.08020 2.59195 -1.09995
*
```

The energy above the lowest of the compared OMol25 structures with the same formula, charge and spin is 55.79 kcal/mol. The electronic energy is -273.81965 Eh. As for the SMILES: C=C(C)C(=C)CC.